Entry 1:
Below is a 7-piece molecular cluster, C14H31ClN5O11 overall in a non-equilibrium geometry, with properties calculated with ωB97M-V/def2-TZVPD.

energy relative to the best compared isomer or geometry (same formula, charge and spin): 228.3 kJ/mol
gap between HOMO and LUMO: 9.18 eV
spin multiplicity: 1
charge: -1
lowest unoccupied orbital energy: 2.27 eV

Atoms and positions in Å:
Cl (0.141, 0.199, 1.331)
O (-0.061, -0.835, 0.374)
O (1.223, -0.068, 2.214)
O (0.342, 1.357, 0.491)
O (-0.946, 0.484, 2.118)
O (3.117, -1.265, -3.381)
C (2.960, -2.252, -2.607)
N (2.106, -2.346, -1.602)
C (3.893, -3.446, -2.890)
H (1.466, -1.576, -1.472)
H (2.108, -3.185, -1.039)
H (3.965, -3.821, -3.911)
H (3.718, -4.180, -2.104)
H (4.909, -3.133, -2.649)
O (6.062, -1.182, -0.229)
C (5.174, -0.766, 0.494)
N (3.970, -0.316, 0.012)
C (5.151, -0.972, 2.024)
H (3.992, -0.473, -0.985)
H (3.193, -0.528, 0.622)
H (5.420, -1.963, 2.389)
H (4.124, -0.748, 2.314)
H (5.694, -0.175, 2.532)
O (0.281, -6.084, 2.949)
C (-0.301, -5.000, 2.756)
N (-0.117, -4.450, 1.550)
C (-1.122, -4.152, 3.792)
H (0.572, -4.781, 0.891)
H (-0.300, -3.467, 1.414)
H (-0.338, -3.682, 4.386)
H (-1.779, -4.786, 4.387)
H (-1.758, -3.414, 3.302)
O (-0.252, 1.931, -3.556)
C (-0.339, 0.826, -3.144)
N (0.672, 0.242, -2.515)
C (-1.592, -0.022, -3.189)
H (0.555, 0.020, -1.537)
H (1.615, 0.434, -2.824)
H (-2.025, -0.366, -2.250)
H (-1.312, -0.986, -3.614)
H (-2.450, 0.413, -3.702)
O (-2.414, 5.043, 3.843)
C (-2.066, 4.128, 3.111)
N (-2.626, 2.936, 3.335)
C (-1.027, 4.217, 1.992)
H (-3.210, 2.927, 4.159)
H (-2.295, 2.137, 2.813)
H (-0.506, 5.169, 1.886)
H (-1.461, 3.996, 1.017)
H (-0.322, 3.432, 2.264)
O (-5.041, 2.030, -3.713)
C (-4.580, 2.312, -2.588)
O (-4.025, 1.439, -1.652)
C (-3.467, 1.976, -0.485)
C (-3.281, 3.445, -0.983)
C (-4.226, 3.693, -2.155)
H (-2.570, 1.429, -0.194)
H (-4.092, 2.025, 0.406)
H (-2.211, 3.442, -1.190)
H (-3.573, 4.135, -0.190)
H (-3.717, 4.225, -2.959)
H (-5.020, 4.379, -1.859)

How positive or negative is each atom? The natural (NBO) charges in e answer that:
1. Cl 2.62
2. O -0.92
3. O -0.87
4. O -0.90
5. O -0.89
6. O -0.67
7. C 0.67
8. N -0.81
9. C -0.71
10. H 0.43
11. H 0.40
12. H 0.24
13. H 0.19
14. H 0.25
15. O -0.63
16. C 0.68
17. N -0.83
18. C -0.72
19. H 0.41
20. H 0.41
21. H 0.23
22. H 0.22
23. H 0.23
24. O -0.65
25. C 0.67
26. N -0.81
27. C -0.71
28. H 0.39
29. H 0.40
30. H 0.24
31. H 0.23
32. H 0.22
33. O -0.59
34. C 0.69
35. N -0.90
36. C -0.73
37. H 0.41
38. H 0.42
39. H 0.24
40. H 0.22
41. H 0.23
42. O -0.66
43. C 0.67
44. N -0.84
45. C -0.72
46. H 0.40
47. H 0.42
48. H 0.23
49. H 0.23
50. H 0.25
51. O -0.57
52. C 0.81
53. O -0.51
54. C -0.06
55. C -0.44
56. C -0.55
57. H 0.22
58. H 0.17
59. H 0.24
60. H 0.21
61. H 0.25
62. H 0.24

Entry 2:
Below is C4H7ClN2 as an isolated structure in a non-equilibrium geometry, with properties calculated with ωB97M-V/def2-TZVPD.

energy relative to the best compared isomer or geometry (same formula, charge and spin): 371.6 kJ/mol
gap between HOMO and LUMO: 9.92 eV
spin multiplicity: 1
charge: 0
lowest unoccupied orbital energy: 0.16 eV

Atoms and positions in Å:
C (0.759, 0.397, -1.127)
C (-0.696, 0.771, -1.090)
C (1.384, -0.564, -0.072)
C (-1.314, 1.632, -0.378)
N (0.165, -0.482, -2.285)
N (-1.009, -0.055, -2.151)
Cl (-2.145, -1.919, -0.020)
H (1.427, 1.103, -1.634)
H (2.236, -1.140, -0.473)
H (0.642, -1.272, 0.283)
H (1.683, 0.112, 0.745)
H (-0.962, 2.163, 0.474)
H (-2.353, -1.717, -1.354)
H (-2.365, 1.913, -0.452)

How positive or negative is each atom? The natural (NBO) charges in e answer that:
1. C -0.15
2. C 0.08
3. C -0.63
4. C -0.36
5. N -0.07
6. N -0.19
7. Cl -0.31
8. H 0.22
9. H 0.23
10. H 0.23
11. H 0.22
12. H 0.21
13. H 0.31
14. H 0.21

Entry 3:
Below is C31H28INO4PRuS as an isolated structure in a non-equilibrium geometry, with properties calculated with ωB97M-V/def2-TZVPD.

energy relative to the best compared isomer or geometry (same formula, charge and spin): 0.0 kJ/mol
gap between HOMO and LUMO (alpha / beta): 5.73 / 6.59 eV
<S²>: 6.017
spin multiplicity: 5
charge: +1
lowest unoccupied orbital energy (alpha / beta): -4.03 / -4.46 eV

Atoms and positions in Å:
Ru (10.981, 9.144, 9.535)
C (9.404, 6.802, 8.390)
N (9.199, 7.958, 9.297)
C (8.871, 7.365, 10.664)
C (8.110, 8.763, 8.692)
C (7.887, 10.038, 9.439)
C (6.709, 10.316, 10.127)
C (6.536, 11.579, 10.724)
C (7.458, 12.570, 10.509)
C (8.596, 12.332, 9.749)
C (8.876, 11.044, 9.361)
H (8.478, 6.214, 8.351)
H (10.192, 6.158, 8.798)
H (9.634, 7.189, 7.419)
H (8.178, 6.539, 10.559)
H (8.435, 8.114, 11.328)
H (9.815, 6.993, 11.098)
H (7.161, 8.195, 8.712)
H (8.390, 8.925, 7.656)
H (5.917, 9.562, 10.215)
H (5.688, 11.781, 11.363)
H (7.272, 13.544, 10.946)
H (9.317, 13.105, 9.536)
I (10.994, 9.744, 11.909)
C (12.685, 9.467, 13.063)
C (12.493, 9.530, 14.449)
C (13.577, 9.569, 15.305)
C (14.850, 9.518, 14.783)
C (15.099, 9.420, 13.384)
C (16.449, 9.466, 12.937)
C (16.660, 9.310, 11.583)
C (15.621, 9.123, 10.680)
C (14.273, 9.158, 11.042)
P (13.131, 9.289, 9.601)
C (13.782, 10.879, 8.962)
C (13.271, 12.072, 9.468)
C (13.536, 13.263, 8.797)
C (14.366, 13.261, 7.674)
C (15.035, 12.109, 7.316)
C (14.731, 10.917, 7.975)
C (13.818, 7.961, 8.586)
C (14.340, 6.799, 9.168)
C (14.544, 5.644, 8.430)
C (14.244, 5.631, 7.084)
C (13.816, 6.806, 6.461)
C (13.566, 7.955, 7.219)
C (13.958, 9.315, 12.439)
H (11.461, 9.596, 14.834)
H (13.457, 9.645, 16.394)
H (15.738, 9.560, 15.432)
H (17.247, 9.608, 13.693)
H (17.655, 9.296, 11.177)
H (15.881, 8.910, 9.658)
H (12.605, 12.061, 10.333)
H (13.077, 14.203, 9.138)
H (14.491, 14.167, 7.098)
H (15.781, 12.078, 6.529)
H (15.255, 10.007, 7.679)
H (14.573, 6.797, 10.246)
H (14.903, 4.760, 8.964)
H (14.374, 4.733, 6.507)
H (13.544, 6.772, 5.408)
H (13.132, 8.813, 6.719)
O (8.962, 10.711, 6.108)
S (10.352, 10.484, 6.482)
O (10.126, 10.815, 8.912)
O (10.732, 9.103, 6.982)
O (11.393, 11.305, 5.819)

How positive or negative is each atom? The natural (NBO) charges in e answer that:
1. Ru 0.81
2. C -0.43
3. N -0.50
4. C -0.43
5. C -0.26
6. C -0.14
7. C -0.17
8. C -0.22
9. C -0.18
10. C -0.27
11. C 0.36
12. H 0.20
13. H 0.22
14. H 0.23
15. H 0.21
16. H 0.23
17. H 0.21
18. H 0.21
19. H 0.24
20. H 0.22
21. H 0.23
22. H 0.23
23. H 0.23
24. I 0.43
25. C -0.21
26. C -0.20
27. C -0.22
28. C -0.15
29. C -0.06
30. C -0.15
31. C -0.20
32. C -0.17
33. C -0.35
34. P 0.95
35. C -0.27
36. C -0.22
37. C -0.20
38. C -0.19
39. C -0.18
40. C -0.24
41. C -0.30
42. C -0.22
43. C -0.21
44. C -0.19
45. C -0.19
46. C -0.24
47. C 0.00
48. H 0.24
49. H 0.24
50. H 0.23
51. H 0.24
52. H 0.23
53. H 0.23
54. H 0.21
55. H 0.23
56. H 0.23
57. H 0.23
58. H 0.22
59. H 0.23
60. H 0.23
61. H 0.23
62. H 0.23
63. H 0.24
64. O -0.79
65. S 2.36
66. O -0.82
67. O -0.90
68. O -0.77

Entry 4:
Below is C51H69IrN5O2P4S2 as an isolated structure, with properties calculated with ωB97M-V/def2-TZVPD.

energy relative to the best compared isomer or geometry (same formula, charge and spin): 0.0 kJ/mol
gap between HOMO and LUMO (alpha / beta): 6.37 / 6.86 eV
<S²>: 0.763
spin multiplicity: 2
charge: 0
lowest unoccupied orbital energy (alpha / beta): -0.08 / 0.01 eV

Atoms and positions in Å:
Ir (-0.100, 0.620, -0.199)
C (-1.116, -2.636, 0.098)
N (-1.445, -2.723, 1.516)
C (-0.808, -1.727, 2.350)
P (-1.026, 0.054, 1.854)
C (-0.208, 0.808, 3.309)
C (1.104, 0.444, 3.607)
C (1.767, 0.993, 4.694)
C (1.132, 1.935, 5.491)
C (-0.167, 2.317, 5.193)
C (-0.836, 1.753, 4.115)
C (-2.783, 0.405, 2.144)
C (-3.647, -0.520, 2.724)
C (-4.979, -0.191, 2.933)
C (-5.460, 1.056, 2.557)
C (-4.606, 1.974, 1.962)
C (-3.275, 1.648, 1.751)
C (-1.976, -3.886, 2.088)
C (-2.370, -3.929, 3.437)
C (-2.929, -5.069, 3.991)
C (-3.126, -6.213, 3.237)
C (-2.743, -6.185, 1.905)
C (-2.178, -5.055, 1.340)
P (-2.376, -1.609, -0.824)
C (-3.724, -2.858, -0.874)
C (-3.638, -4.057, -1.583)
C (-4.649, -4.998, -1.503)
C (-5.765, -4.757, -0.708)
C (-5.870, -3.564, -0.013)
C (-4.856, -2.617, -0.103)
C (-1.761, -1.721, -2.543)
C (-2.686, -1.601, -3.581)
C (-2.278, -1.608, -4.904)
C (-0.931, -1.737, -5.215)
C (-0.002, -1.852, -4.193)
C (-0.410, -1.836, -2.865)
H (-1.069, -3.625, -0.351)
H (-0.126, -2.187, -0.013)
H (0.281, -1.883, 2.379)
H (-1.154, -1.786, 3.376)
H (1.627, -0.257, 2.968)
H (2.786, 0.694, 4.908)
H (1.649, 2.371, 6.336)
H (-0.670, 3.054, 5.806)
H (-1.854, 2.054, 3.909)
H (-3.305, -1.509, 2.994)
H (-5.644, -0.917, 3.383)
H (-6.499, 1.308, 2.722)
H (-4.977, 2.942, 1.651)
H (-2.617, 2.356, 1.259)
H (-2.260, -3.071, 4.083)
H (-3.218, -5.049, 5.035)
H (-3.567, -7.099, 3.672)
H (-2.884, -7.059, 1.281)
H (-1.916, -5.100, 0.296)
H (-2.775, -4.249, -2.211)
H (-4.569, -5.926, -2.056)
H (-6.551, -5.498, -0.638)
H (-6.741, -3.365, 0.599)
H (-4.939, -1.681, 0.435)
H (-3.743, -1.511, -3.350)
H (-3.013, -1.514, -5.694)
H (-0.608, -1.740, -6.248)
H (1.050, -1.949, -4.428)
H (0.336, -1.894, -2.082)
C (-5.017, 2.605, -1.373)
C (-3.874, 2.131, -2.246)
O (-3.259, 3.181, -3.004)
P (-2.636, 4.492, -2.281)
S (-0.279, 2.172, -1.861)
S (-1.305, 3.672, -0.818)
O (-1.649, 4.832, -3.529)
C (-0.798, 5.977, -3.381)
C (0.571, 5.616, -3.911)
H (-5.505, 1.741, -0.916)
H (-5.755, 3.153, -1.960)
H (-4.665, 3.253, -0.568)
H (-4.226, 1.420, -2.993)
H (-3.102, 1.634, -1.652)
H (-0.731, 6.271, -2.329)
H (-1.242, 6.808, -3.935)
H (0.944, 4.732, -3.393)
H (1.269, 6.441, -3.750)
H (0.526, 5.401, -4.978)
N (1.703, 0.163, -0.285)
P (3.173, 0.742, -0.224)
N (4.164, -0.305, 0.621)
C (3.942, -1.749, 0.438)
C (3.618, -2.414, 1.766)
C (4.822, -2.317, 2.712)
C (5.629, -1.039, 2.433)
C (4.734, 0.079, 1.921)
N (3.489, 2.232, 0.446)
C (2.752, 2.680, 1.633)
C (1.607, 3.625, 1.300)
C (2.084, 4.792, 0.441)
C (2.822, 4.271, -0.790)
C (3.964, 3.362, -0.358)
N (3.817, 0.764, -1.743)
C (5.220, 0.504, -2.042)
C (5.367, -0.728, -2.927)
C (4.523, -0.578, -4.191)
C (3.070, -0.276, -3.832)
C (2.983, 0.946, -2.928)
H (4.841, -2.208, 0.008)
H (3.129, -1.887, -0.273)
H (3.323, -3.454, 1.611)
H (2.752, -1.903, 2.191)
H (5.468, -3.188, 2.579)
H (4.484, -2.336, 3.751)
H (6.398, -1.235, 1.681)
H (6.147, -0.701, 3.332)
H (5.295, 1.005, 1.805)
H (3.949, 0.274, 2.667)
H (3.471, 3.179, 2.297)
H (2.376, 1.809, 2.161)
H (1.150, 3.977, 2.229)
H (0.845, 3.062, 0.758)
H (2.771, 5.423, 1.020)
H (1.237, 5.418, 0.152)
H (3.216, 5.099, -1.386)
H (2.133, 3.701, -1.421)
H (4.666, 3.934, 0.264)
H (4.523, 2.986, -1.213)
H (5.765, 0.386, -1.108)
H (5.638, 1.377, -2.565)
H (5.034, -1.605, -2.362)
H (6.420, -0.877, -3.179)
H (4.592, -1.475, -4.809)
H (4.922, 0.250, -4.787)
H (2.633, -1.126, -3.296)
H (2.476, -0.106, -4.733)
H (1.957, 1.129, -2.619)
H (3.332, 1.836, -3.471)

Atomic partial charges in e from the Löwdin method, atoms 1 to 99:
1. Ir 0.52
2. C -0.33
3. N -0.16
4. C -0.30
5. P 0.86
6. C -0.33
7. C -0.13
8. C -0.09
9. C -0.08
10. C -0.07
11. C -0.07
12. C -0.38
13. C -0.08
14. C -0.08
15. C -0.07
16. C -0.08
17. C -0.12
18. C -0.21
19. C -0.05
20. C -0.09
21. C -0.11
22. C -0.09
23. C -0.03
24. P 1.05
25. C -0.38
26. C -0.11
27. C -0.08
28. C -0.09
29. C -0.08
30. C -0.10
31. C -0.40
32. C -0.11
33. C -0.08
34. C -0.08
35. C -0.09
36. C -0.10
37. H 0.08
38. H 0.05
39. H 0.09
40. H 0.08
41. H 0.07
42. H 0.10
43. H 0.10
44. H 0.11
45. H 0.10
46. H 0.08
47. H 0.11
48. H 0.10
49. H 0.10
50. H 0.05
51. H 0.09
52. H 0.10
53. H 0.10
54. H 0.10
55. H 0.08
56. H 0.11
57. H 0.10
58. H 0.10
59. H 0.10
60. H 0.08
61. H 0.11
62. H 0.10
63. H 0.10
64. H 0.08
65. H 0.07
66. C -0.10
67. C -0.33
68. O -0.40
69. P 0.60
70. S 0.04
71. S 0.13
72. O -0.41
73. C -0.34
74. C -0.07
75. H 0.08
76. H 0.08
77. H 0.04
78. H 0.12
79. H 0.04
80. H 0.08
81. H 0.11
82. H 0.05
83. H 0.08
84. H 0.08
85. N -0.38
86. P 0.60
87. N -0.20
88. C -0.21
89. C -0.18
90. C -0.19
91. C -0.18
92. C -0.21
93. N -0.19
94. C -0.21
95. C -0.20
96. C -0.20
97. C -0.19
98. C -0.19
99. N -0.21